# 1
A structure of composition C35H57BN14SSc. Source: the Open Molecules 2025 dataset; level of theory: ωB97M-V with the def2-TZVPD basis set.

Values from the calculation:
Kohn-Sham gap: 8.878 eV
LUMO: -0.083 Ha
ΔE to the lowest compared entry with this formula, charge and spin: 0.470 eV
Total charge: +1

Last column: Mulliken charge in e.
Positions of all 109 atoms, in Å:
Sc1 -0.130 -0.026 -0.222  -0.744
S1 -1.642 -1.663 1.602  -0.199
N1 -4.039 -0.942 0.393  0.329
N2 -4.114 -2.728 1.461  0.363
N3 -0.419 1.628 1.167  0.293
N4 -3.558 0.210 -0.203  -0.589
N5 -1.281 -1.259 -1.436  -0.459
N6 -1.129 1.518 -1.740  0.413
N7 0.331 2.561 0.480  1.109
N8 1.591 -0.178 1.089  1.304
N9 -5.255 -0.929 -3.408  -0.701
N10 2.218 1.042 1.224  0.924
N11 -3.179 -2.106 -2.704  -0.768
N12 2.160 1.695 -1.203  1.118
N13 -5.395 -2.558 0.995  -0.959
N14 1.656 0.454 -1.534  0.633
C1 1.329 5.758 0.715  -1.058
C2 2.284 0.048 -2.641  -0.725
C3 3.985 2.083 2.743  -0.208
C4 -1.322 3.630 1.489  -0.932
C5 4.005 3.278 -2.234  0.050
C6 3.136 1.061 -3.070  -1.308
C7 -1.559 1.960 -2.701  0.141
C8 3.851 4.479 -1.300  -1.154
C9 2.901 -3.345 1.814  -1.568
C10 2.090 -0.999 2.014  -0.388
C11 0.179 5.054 -0.025  0.247
C12 3.081 0.979 2.253  -0.173
C13 0.423 4.854 -1.525  -1.540
C14 -0.234 3.775 0.647  -0.168
C15 3.757 -1.831 -3.229  -1.470
C16 -4.284 -1.480 -3.078  0.621
C17 -1.398 2.271 1.805  -0.327
C18 -3.415 2.520 3.267  -1.984
C19 1.452 -2.366 -2.434  -1.061
C20 3.236 3.358 3.157  -1.603
C21 -3.611 2.304 -4.083  -1.172
C22 -2.096 2.531 -3.947  -0.536
C23 5.463 2.779 -2.158  -1.401
C24 -2.201 -1.648 -2.048  0.875
C25 -5.337 -1.450 0.341  1.018
C26 -1.431 1.130 4.000  -1.276
C27 5.110 2.361 1.745  -1.467
C28 -6.462 -0.804 -0.378  -1.210
C29 3.037 -0.306 2.770  -0.513
C30 1.145 -2.749 3.523  -1.564
C31 -2.284 1.596 2.810  2.246
C32 3.072 2.074 -2.130  0.148
C33 2.295 -1.357 -3.204  0.786
C34 -3.257 -1.770 1.128  -0.168
C35 1.696 -2.446 2.126  0.531
B1 1.869 2.205 0.242  1.253
H1 -3.861 1.245 -4.106  0.228
H2 0.399 -2.222 -2.604  -0.187
H3 5.683 2.029 -2.918  0.414
H4 -3.028 3.343 3.876  0.357
H5 5.786 3.130 2.130  0.467
H6 -0.686 5.707 0.068  0.698
H7 -1.971 4.427 1.830  0.672
H8 1.705 -3.381 -2.746  0.534
H9 2.602 -4.397 1.806  0.474
H10 1.052 5.944 1.756  0.372
H11 2.246 5.166 0.711  -0.121
H12 5.694 1.455 1.558  0.350
H13 2.388 3.116 3.805  0.335
H14 -2.048 0.585 4.721  0.401
H15 1.917 -2.572 4.278  0.394
H16 1.139 4.056 -1.723  0.521
H17 3.676 -3.218 2.577  0.330
H18 -0.513 4.583 -2.022  0.022
H19 0.792 5.778 -1.976  0.371
H20 -1.867 3.596 -3.948  0.325
H21 4.704 2.701 0.791  0.007
H22 -3.962 2.956 2.421  0.391
H23 2.527 3.169 0.467  -1.210
H24 -3.883 -3.538 2.004  0.204
H25 -2.711 0.706 2.361  -1.131
H26 0.923 -2.648 1.386  0.021
H27 -6.569 0.243 -0.087  0.301
H28 1.542 6.722 0.242  0.418
H29 1.654 -2.296 -1.361  0.161
H30 -0.985 1.993 4.504  0.384
H31 0.836 -3.796 3.590  0.422
H32 2.842 4.880 -1.289  -0.070
H33 3.907 4.020 3.711  0.535
H34 3.844 3.649 -3.247  0.632
H35 -3.911 1.016 0.294  0.339
H36 3.809 -2.855 -3.607  0.453
H37 -0.625 0.473 3.665  0.092
H38 3.765 1.046 -3.952  0.719
H39 3.338 -3.100 0.842  0.295
H40 5.663 2.338 -1.177  0.235
H41 3.628 -0.683 3.593  0.553
H42 2.857 3.909 2.292  0.130
H43 6.149 3.619 -2.300  0.453
H44 -7.377 -1.338 -0.130  0.385
H45 4.179 -1.814 -2.217  0.273
H46 0.284 -2.125 3.763  0.226
H47 -6.316 -0.856 -1.457  0.214
H48 -4.150 2.776 -3.260  0.338
H49 -3.885 0.241 -1.161  0.039
H50 1.943 -1.315 -4.236  0.419
H51 4.148 4.246 -0.277  0.077
H52 4.516 5.270 -1.656  0.552
H53 4.380 -1.202 -3.868  0.383
H54 -1.558 2.082 -4.780  0.345
H55 -4.128 1.962 3.879  0.457
H56 -3.961 2.748 -5.015  0.417
H57 4.439 1.675 3.642  0.578


# 2
A structure of composition C35H57CoO3PSi2. Source: the Open Molecules 2025 dataset; level of theory: ωB97M-V with the def2-TZVPD basis set.

Values from the calculation:
Kohn-Sham gap (alpha / beta): 6.978 / 6.332 eV
LUMO (alpha / beta): 0.002 / -0.041 Ha
Spin multiplicity: 4

Last column: Mulliken spin population.
Positions of all 99 atoms, in Å:
Co1 -0.548 -0.439 1.104  2.425
P1 1.176 0.267 2.608  0.084
Si1 -3.906 -0.123 0.392  -0.001
Si2 2.675 0.549 -0.458  -0.012
O1 -2.250 1.741 2.132  0.041
O2 0.604 1.402 -5.211  0.000
O3 -0.993 -1.638 -1.581  0.069
C1 0.076 -4.818 2.744  0.010
C2 -0.129 -2.745 -2.157  0.003
C3 1.191 0.005 4.393  0.104
C4 3.544 -0.178 -1.982  0.006
C5 0.905 -4.356 1.698  0.001
C6 3.746 0.000 1.013  0.061
C7 2.348 -0.728 6.403  0.010
C8 -0.664 -3.899 3.497  -0.005
C9 1.166 2.046 2.561  0.149
C10 0.941 -2.986 1.380  -0.075
C11 0.120 0.245 6.567  0.002
C12 -1.168 2.967 -4.846  0.000
C13 1.993 1.157 -5.370  0.000
C14 2.674 2.435 -0.593  0.000
C15 0.249 2.564 -4.481  0.001
C16 0.773 4.779 2.382  0.018
C17 -2.395 -1.164 0.890  0.001
C18 1.249 -0.308 7.171  0.005
C19 -4.872 0.085 2.016  0.004
C20 -1.068 1.546 1.812  0.025
C21 -1.741 -0.823 -2.574  0.009
C22 2.301 -0.584 5.008  0.020
C23 2.158 2.912 3.069  0.043
C24 1.954 4.296 2.944  -0.001
C25 -4.964 -1.228 -0.766  0.003
C26 0.113 -2.109 2.066  0.038
C27 -1.567 -1.156 -4.052  -0.001
C28 0.086 0.422 5.169  0.032
C29 -3.602 1.503 -0.529  0.023
C30 -0.804 -4.075 -1.951  0.000
C31 0.838 -0.083 -0.644  0.227
C32 -0.632 -2.540 3.177  0.000
C33 -0.217 3.931 1.936  0.003
C34 2.281 0.831 -6.833  0.000
C35 -0.016 2.557 1.988  -0.067
H1 -0.097 -0.675 -0.680  -0.108
H2 4.622 -0.259 -1.798  0.000
H3 -1.203 -1.824 3.766  0.004
H4 3.141 -0.908 4.393  -0.011
H5 -4.630 -2.281 -0.703  0.000
H6 3.319 0.544 -6.943  0.000
H7 -0.861 -4.300 -0.888  0.000
H8 2.715 4.997 3.323  0.000
H9 -1.691 -2.196 -4.290  0.000
H10 -4.220 1.476 -1.453  0.000
H11 -6.003 -1.127 -0.399  -0.001
H12 3.046 2.539 3.533  0.004
H13 -1.162 4.310 1.526  0.001
H14 -1.514 0.271 -2.409  -0.008
H15 -0.210 -4.885 -2.385  0.000
H16 1.278 -0.430 8.257  0.000
H17 2.187 2.736 -1.528  0.000
H18 -0.775 0.869 4.708  0.004
H19 3.715 2.807 -0.620  0.000
H20 3.378 0.436 -2.874  -0.001
H21 -3.947 2.313 0.140  0.003
H22 1.507 -5.060 1.133  -0.001
H23 -5.121 -0.912 2.425  0.000
H24 -0.628 -0.762 -4.446  0.000
H25 2.111 1.707 -7.466  0.000
H26 1.332 -1.068 -1.197  -0.002
H27 3.217 -1.166 6.875  0.000
H28 -1.802 -4.099 -2.418  0.000
H29 2.165 2.906 0.259  0.000
H30 -1.282 -4.261 4.328  -0.001
H31 4.747 -0.241 0.608  0.008
H32 -5.807 0.639 1.779  0.000
H33 -2.542 -1.488 1.924  -0.021
H34 0.389 0.690 -1.303  -0.040
H35 -1.892 2.233 -4.503  0.000
H36 1.658 0.011 -7.196  0.000
H37 0.039 -2.542 -3.231  -0.002
H38 -2.803 -0.992 -2.307  -0.002
H39 -1.271 3.076 -5.927  0.000
H40 -4.888 -0.847 -1.801  0.000
H41 0.038 -5.884 2.962  0.000
H42 -2.335 -0.619 -4.610  0.000
H43 0.313 2.380 -3.402  -0.002
H44 -1.392 3.918 -4.377  0.000
H45 2.276 0.291 -4.756  0.000
H46 -4.261 0.662 2.729  0.000
H47 2.583 2.028 -5.072  0.000
H48 3.875 0.804 1.753  -0.003
H49 0.621 5.867 2.301  0.002
H50 1.630 -2.605 0.624  0.004
H51 -0.730 0.561 7.164  0.000
H52 -2.531 1.629 -0.778  -0.015
H53 3.348 -0.894 1.504  -0.032
H54 0.945 3.366 -4.737  0.000
H55 -2.242 -2.070 0.244  -0.036
H56 3.152 -1.187 -2.171  -0.001
H57 0.871 -2.739 -1.685  -0.003


# 3
A structure of composition C35H57CrO3PSi2. Source: the Open Molecules 2025 dataset; level of theory: ωB97M-V with the def2-TZVPD basis set.

Values from the calculation:
Kohn-Sham gap (alpha / beta): 6.335 / 6.674 eV
LUMO (alpha / beta): -0.154 / -0.148 Ha
ΔE to the lowest compared entry with this formula, charge and spin: 0.000 eV
Total charge: +1
Spin multiplicity: 4

Last column: Mulliken spin population.
Positions of all 99 atoms, in Å:
Cr1 1.379 0.555 2.439  3.582
P1 -0.519 -0.364 3.326  -0.259
Si1 3.563 1.434 1.296  -0.017
Si2 0.948 1.751 -4.286  -0.001
O1 -1.925 -0.243 -4.172  0.000
O2 3.129 -1.232 3.961  -0.032
O3 -0.509 -1.343 -1.787  0.022
C1 0.597 -4.755 3.470  0.003
C2 -4.149 0.418 -3.414  0.000
C3 1.749 0.257 -5.097  0.000
C4 -1.854 -0.016 7.715  -0.003
C5 -0.312 2.467 -5.484  0.000
C6 -1.183 -3.132 3.144  0.026
C7 0.269 1.216 -2.620  -0.004
C8 -2.419 -0.074 5.356  -0.009
C9 1.166 -2.425 3.240  -0.122
C10 -0.650 2.554 3.294  0.054
C11 -2.975 -2.093 -5.431  0.000
C12 -2.551 -2.650 -1.696  0.000
C13 5.084 0.434 1.747  0.008
C14 2.059 -1.260 3.361  -0.152
C15 1.055 -2.875 -0.565  0.002
C16 -1.046 -0.164 5.035  -0.002
C17 -0.621 1.409 2.435  -0.034
C18 1.564 -3.749 3.408  -0.016
C19 -0.765 -4.448 3.350  -0.005
C20 2.907 2.238 2.883  0.040
C21 4.150 2.714 0.057  -0.020
C22 -0.231 -2.111 3.108  0.077
C23 -0.991 3.793 2.783  -0.026
C24 -1.764 -1.205 -5.222  0.000
C25 2.185 0.373 0.594  -0.323
C26 -1.588 -1.775 -0.934  -0.005
C27 -1.460 2.788 0.614  -0.026
C28 -0.492 -0.096 7.391  0.003
C29 -1.133 1.533 1.109  0.166
C30 -1.370 3.922 1.438  0.053
C31 -2.812 -0.005 6.690  -0.002
C32 -2.999 0.690 -4.357  0.000
C33 -0.084 -0.173 6.064  -0.008
C34 0.719 -2.083 -1.812  -0.003
C35 2.185 3.128 -3.953  0.000
H1 -0.530 1.879 -2.274  -0.001
H2 -3.155 -0.048 4.550  -0.002
H3 -1.625 4.909 1.041  0.003
H4 -1.797 2.910 -0.421  0.000
H5 -1.212 -2.286 -0.033  0.004
H6 0.686 -2.738 -2.698  0.000
H7 0.264 -0.100 8.176  0.000
H8 2.425 -0.660 0.285  0.030
H9 1.052 -0.588 -5.177  0.000
H10 -0.402 2.434 4.350  -0.003
H11 3.411 3.512 -0.093  0.002
H12 3.850 2.571 3.344  0.018
H13 5.922 1.114 1.952  -0.001
H14 2.751 2.943 -3.030  0.000
H15 -3.013 -2.076 -2.507  0.000
H16 -3.328 -3.021 -1.019  0.000
H17 2.894 3.228 -4.786  0.000
H18 -0.978 4.678 3.420  0.000
H19 -1.504 -5.246 3.421  0.000
H20 0.980 -0.239 5.822  0.001
H21 -2.238 -2.880 3.037  0.003
H22 1.494 -1.326 -1.998  0.002
H23 1.077 1.224 -1.882  -0.018
H24 0.913 -5.788 3.622  0.000
H25 -2.083 -0.851 -0.602  -0.001
H26 -1.172 1.804 -5.639  0.000
H27 0.152 2.648 -6.464  0.000
H28 2.087 0.513 -6.111  0.000
H29 -4.661 -0.519 -3.663  0.000
H30 -2.732 -2.849 -6.184  0.000
H31 -2.035 -3.515 -2.132  0.000
H32 -1.513 -0.677 -6.159  0.000
H33 -3.249 -2.620 -4.511  0.000
H34 1.605 0.828 -0.217  -0.004
H35 2.276 3.127 2.748  0.009
H36 4.898 -0.183 2.638  -0.005
H37 0.928 -2.296 0.353  0.027
H38 -2.584 1.686 -4.150  0.000
H39 -3.357 0.670 -5.402  0.000
H40 0.457 -3.787 -0.512  0.000
H41 -0.893 -1.803 -4.921  0.000
H42 -0.167 0.188 -2.662  0.002
H43 5.085 3.173 0.416  -0.003
H44 1.652 4.083 -3.842  0.000
H45 2.107 -3.168 -0.624  0.000
H46 -3.804 0.382 -2.374  0.000
H47 -3.838 -1.523 -5.796  0.000
H48 -3.873 0.060 6.937  0.000
H49 -0.685 3.428 -5.102  0.000
H50 2.450 1.563 3.669  -0.021
H51 2.623 -3.990 3.495  0.001
H52 4.353 2.231 -0.910  0.000
H53 5.365 -0.230 0.920  0.002
H54 -1.215 0.640 0.486  -0.012
H55 -4.879 1.227 -3.508  0.000
H56 2.622 -0.076 -4.520  0.000
H57 -2.160 0.026 8.761  0.000


# 4
A structure of composition C35H58BrGeIrN2OPSiTe. Source: the Open Molecules 2025 dataset; level of theory: ωB97M-V with the def2-TZVPD basis set.

Values from the calculation:
Kohn-Sham gap (alpha / beta): 5.826 / 3.353 eV
LUMO (alpha / beta): -0.231 / -0.322 Ha
Total charge: +2
Spin multiplicity: 2

Last column: Mulliken spin population.
Positions of all 102 atoms, in Å:
Ir1 0.113 -0.905 0.495  0.010
Te1 -0.801 2.877 -2.578  0.791
Br1 -0.364 -4.067 -0.465  0.000
Ge1 2.404 -0.285 -2.534  -0.012
P1 1.774 -2.067 2.042  0.001
Si1 -1.704 1.902 1.729  -0.001
O1 -4.723 -3.236 -3.094  0.000
N1 -1.447 -1.670 -1.165  -0.006
N2 -1.341 0.181 1.776  0.003
C1 -3.859 -1.987 4.291  0.000
C2 1.485 0.219 -0.830  -0.004
C3 0.241 4.663 -3.164  -0.033
C4 2.692 -0.600 2.780  0.000
C5 -0.209 2.903 1.108  0.036
C6 -2.155 6.642 -6.093  -0.001
C7 -2.118 3.391 -4.201  -0.024
C8 -3.387 -1.314 -2.507  0.001
C9 2.227 -4.069 4.077  0.000
C10 -2.186 -0.291 3.984  -0.003
C11 1.076 -0.208 -4.022  0.057
C12 -2.884 -1.653 2.117  -0.002
C13 1.225 -3.053 3.539  0.000
C14 -2.290 -0.861 -1.807  0.039
C15 -1.735 4.748 -4.686  0.018
C16 3.030 -2.977 0.966  -0.001
C17 -0.196 6.597 -4.700  0.013
C18 3.578 -0.890 3.986  0.000
C19 4.500 -2.728 1.303  0.000
C20 -2.099 -0.586 2.606  0.002
C21 3.406 -1.997 -2.611  0.001
C22 3.707 1.212 -2.761  0.005
C23 2.764 -4.483 0.862  0.000
C24 -3.762 -2.318 2.944  0.001
C25 -0.990 7.241 -5.630  -0.001
C26 1.674 0.486 3.125  -0.001
C27 -3.654 -2.692 -2.542  0.000
C28 -0.572 5.352 -4.209  0.023
C29 -2.523 5.396 -5.627  0.011
C30 -3.219 1.948 0.540  0.026
C31 -2.250 2.768 3.335  0.002
C32 -2.725 -3.546 -1.934  0.001
C33 -0.119 -3.725 3.283  0.000
C34 -1.656 -2.980 -1.284  0.000
C35 -3.052 -0.978 4.802  0.001
H1 4.762 -1.672 1.286  0.000
H2 2.924 -4.819 -0.159  0.000
H3 -2.070 0.197 -1.724  -0.002
H4 4.420 1.231 -1.943  0.000
H5 4.334 -1.638 3.774  0.000
H6 3.218 -3.645 4.203  0.000
H7 -4.398 -3.095 2.546  0.000
H8 4.759 -3.148 2.272  0.000
H9 -3.421 4.918 -5.983  0.000
H10 -2.489 3.800 3.099  0.000
H11 4.262 1.090 -3.686  0.001
H12 -3.137 2.325 3.773  0.000
H13 -4.039 -0.614 -3.005  0.000
H14 -3.154 3.355 -3.868  0.004
H15 0.399 2.390 0.374  -0.007
H16 1.490 -0.652 -4.923  0.003
H17 1.745 -4.744 1.134  0.000
H18 -0.821 -3.044 2.808  0.000
H19 5.114 -3.227 0.553  0.000
H20 0.997 0.164 3.914  0.000
H21 0.155 -0.731 -3.782  -0.009
H22 -4.104 2.254 1.087  0.000
H23 1.885 -4.403 5.056  0.000
H24 0.830 0.831 -4.241  -0.020
H25 -0.003 -4.600 2.650  0.000
H26 2.188 1.386 3.455  0.000
H27 0.902 1.097 -1.130  0.017
H28 3.445 -5.034 1.503  0.000
H29 -1.474 2.788 4.093  0.000
H30 -3.426 0.971 0.120  -0.001
H31 3.310 -0.223 1.956  0.000
H32 -1.998 2.658 -5.000  0.022
H33 -2.775 7.147 -6.814  0.000
H34 -1.535 0.470 4.376  -0.001
H35 0.437 3.194 1.931  0.002
H36 4.170 -2.051 -1.842  0.000
H37 -0.546 -4.054 4.226  0.000
H38 -3.110 -0.727 5.849  0.000
H39 2.281 -4.940 3.432  0.000
H40 1.074 -2.271 4.294  0.000
H41 -4.556 -2.500 4.934  0.000
H42 3.907 -2.031 -3.575  0.000
H43 -5.346 -2.584 -3.445  0.000
H44 -2.823 -1.891 1.063  -0.001
H45 2.263 0.560 -0.137  0.004
H46 1.232 4.404 -3.535  0.026
H47 0.711 7.065 -4.349  0.000
H48 -0.574 3.820 0.656  0.004
H49 2.833 -2.522 -0.015  0.000
H50 1.079 0.721 2.239  -0.001
H51 3.198 2.172 -2.792  -0.003
H52 -2.869 -4.614 -1.970  0.000
H53 2.997 -1.209 4.847  0.000
H54 0.383 5.288 -2.283  0.010
H55 4.092 0.029 4.259  0.000
H56 -0.711 8.217 -5.994  0.000
H57 -3.057 2.652 -0.273  0.000
H58 2.766 -2.869 -2.541  0.000


Short version: max |F| = 0.01574; 0.06402; 0.05741; 0.06327 Eh/bohr, in the order given.